(1)
DFT (ωB97M-V with the def2-TZVPD basis set) results for 3 unconnected molecules or ions with the total composition C17H29BBr2F2N4O10PS at a distorted geometry.

```
67
Properties=species:S:1:pos:R:3:forces:R:3:nbo_charge:R:1
C -3.47249 1.80237 0.07864 0.79 0.21 -0.53 -0.423
N -2.01634 1.79455 0.22011 0.15 -0.08 0.58 -0.619
C -1.54150 0.54061 0.79273 0.12 -0.28 0.06 -0.245
C -0.45614 -0.18238 -0.07847 -0.06 0.72 0.29 -0.051
P -0.81922 -2.01619 0.14117 -0.16 0.48 -0.51 1.478
O -1.88545 -2.47255 -0.77496 -0.45 -0.43 -0.20 -1.106
O -0.77140 0.09664 -1.37240 -0.03 -0.26 -0.48 -0.715
B 0.40768 0.59623 -2.19445 -1.85 -1.35 0.02 0.859
C 0.48810 -0.50082 -3.40699 1.06 0.98 0.42 -0.741
C 1.66006 -0.37993 -4.39946 -0.88 -0.68 -1.30 0.412
N 2.05950 0.98898 -4.63794 -0.15 0.25 0.08 -0.846
N 2.84455 -1.12648 -4.03529 0.43 0.29 -0.18 -0.852
N 1.21326 -0.96696 -5.73148 0.11 0.10 0.45 -0.859
C -0.06696 2.09989 -2.65718 -0.92 -0.73 -0.30 -0.300
Br -1.88499 2.17213 -3.34312 0.41 -0.30 0.18 -0.001
C 0.63204 3.20027 -2.66151 0.52 0.68 -0.18 -0.087
C 2.06499 3.23109 -2.23641 -0.21 1.08 0.11 -0.664
Br -0.08454 4.89970 -3.24969 0.31 -0.07 0.19 -0.035
O 1.48950 0.43154 -1.22156 0.96 0.27 -0.46 -0.748
C 1.05879 0.28376 0.05966 -0.92 0.55 0.30 0.230
S 1.15864 1.88820 1.02523 0.24 0.38 0.31 -0.149
C 2.03500 -0.61046 0.81914 0.33 0.45 0.58 -0.558
C 3.23301 -0.98143 -0.00671 -0.88 1.68 0.17 0.474
O 3.54008 -2.11069 -0.15589 0.97 -2.47 -0.41 -0.546
H -3.72003 1.01596 -0.62389 -0.25 -0.33 -0.01 0.200
H -3.99323 1.69003 1.03128 -0.20 0.03 -0.11 0.177
H -3.72190 2.72546 -0.43192 -0.37 0.29 0.15 0.200
H -1.76310 2.53861 0.85627 0.07 0.09 -0.04 0.348
H -2.39031 -0.14275 0.81194 -0.19 -0.15 0.08 0.183
H -1.22446 0.67937 1.82425 0.21 -0.20 0.15 0.203
H 0.39020 -2.73552 -0.02631 -0.07 0.02 0.30 -0.089
H -1.26632 -2.18551 1.48015 0.67 0.01 0.15 -0.110
H -0.47600 -0.51967 -3.90212 -0.19 0.21 -0.27 0.221
H 0.57726 -1.46684 -2.91415 0.02 -0.24 0.10 0.210
H 1.23123 1.52978 -4.87348 0.04 0.11 0.28 0.358
H 2.65590 1.02401 -5.45688 0.19 -0.22 0.03 0.362
H 2.62844 -2.11212 -3.99596 0.05 -0.03 0.21 0.355
H 3.21636 -0.79944 -3.15269 -0.20 -0.15 0.16 0.365
H 0.54322 -1.69641 -5.50027 0.09 -0.19 -0.12 0.341
H 0.62199 -0.24190 -6.12675 -0.02 -0.02 -0.15 0.340
H 2.57715 2.30928 -2.44878 0.04 -0.29 -0.11 0.261
H 2.54899 4.06920 -2.72571 0.30 -0.01 -0.24 0.210
H 2.10066 3.44732 -1.17678 0.22 -0.06 0.36 0.218
H 0.39733 2.72275 0.29195 -0.02 -0.36 -0.19 0.146
H 1.60986 -1.52590 1.20704 -0.19 -0.21 0.01 0.220
H 2.43591 -0.07500 1.68757 -0.09 -0.06 -0.01 0.246
H 3.83269 -0.17564 -0.45127 -0.03 0.30 0.03 0.122
C 4.48813 -0.50821 4.57582 0.24 -0.06 -0.46 -0.130
C 4.17831 -1.07784 5.93647 -0.01 0.34 0.20 0.444
O 2.88728 -0.56792 6.19753 0.02 -0.30 -0.33 -0.496
C 2.27561 -0.38852 4.98304 -0.20 0.18 -0.19 0.965
O 1.11554 -0.22857 4.83304 0.04 0.01 0.05 -0.536
O 3.19223 -0.43315 3.97598 0.03 -0.09 0.53 -0.484
F 5.03781 -0.61948 6.88251 -0.03 -0.05 0.04 -0.330
H 4.91817 0.49248 4.63765 -0.01 -0.01 0.20 0.205
H 5.14950 -1.14342 3.99124 -0.18 -0.04 -0.13 0.211
H 4.15204 -2.16832 5.97515 0.10 0.00 0.11 0.152
C -5.08408 -2.31997 2.45220 0.39 -0.21 -0.04 -0.131
C -6.31492 -2.09418 1.61060 -0.23 -0.04 0.20 0.441
O -6.76116 -0.82327 2.04975 0.39 0.02 -0.20 -0.497
C -5.65255 -0.13972 2.47094 0.19 0.08 0.07 0.971
O -5.60165 1.02874 2.64622 -0.22 -0.03 0.17 -0.554
O -4.60532 -0.98755 2.64050 -0.30 0.01 -0.07 -0.479
F -7.27850 -3.01638 1.87058 -0.05 0.05 -0.02 -0.332
H -5.32890 -2.75976 3.42064 -0.19 0.01 -0.04 0.195
H -4.33751 -2.93643 1.95701 0.12 0.21 -0.06 0.222
H -6.12799 -2.06170 0.53646 -0.08 -0.10 -0.02 0.166
```
Forces are in eV/Å.

**Spin multiplicity**: 1
**Electronic energy**: -210858.3149 eV
**Total charge**: -1
**Maximum force**: 2.69 eV/A
**Highest occupied orbital energy**: -5.26 eV
**Kohn-Sham gap**: 7.30 eV



(2)
DFT (ωB97M-V with the def2-TZVPD basis set) results for a gas-phase ion, C17H29BrCl3IN2OP (charge +1) at a distorted geometry.

```
55
Properties=species:S:1:pos:R:3:forces:R:3:nbo_charge:R:1
C 2.05400 2.09513 -3.11839 -0.39 0.05 -0.23 -0.614
C 1.53893 0.65695 -3.09970 0.24 0.09 0.04 -0.710
P 2.02604 -0.41733 -1.65893 0.08 -0.47 -0.16 0.841
C 3.05806 0.74233 -0.68230 -0.25 0.31 0.06 -0.957
C 0.37004 -0.47664 -0.67742 0.08 0.27 -0.40 0.011
C -0.64806 -1.27204 -1.54507 0.10 0.20 -0.22 -0.513
C -0.21158 -2.60523 -2.20494 -0.64 -0.33 0.49 -0.321
C -1.25638 -3.72776 -2.01565 0.22 -0.11 -0.08 -0.637
I 0.02245 -2.35826 -4.32766 0.26 0.04 -0.02 0.117
O -0.04918 0.93198 -0.77735 0.17 -0.11 0.51 -0.604
C -0.99236 1.54061 0.04816 -0.28 1.76 -0.63 0.452
Cl -0.81152 3.31798 -0.37524 -0.10 -0.23 0.09 -0.050
N -2.29605 1.08434 -0.17346 0.49 -2.38 0.82 -0.560
C -3.35503 1.19526 0.52690 -0.12 1.06 -0.25 0.440
C -4.31033 0.04289 0.59722 -0.27 0.11 -0.42 -0.687
C -3.78456 2.47522 1.19876 -0.13 -0.34 0.40 -0.716
C -0.53836 1.34623 1.49305 0.51 0.10 0.24 -0.079
C 0.80596 1.99623 1.77868 0.03 0.08 0.08 -0.648
N -0.59074 -0.16901 1.58842 -0.57 -0.06 -0.24 -0.647
C 0.42648 -0.99000 0.84742 -0.29 -0.77 0.04 0.128
Br -0.44557 -2.80303 1.02963 0.03 0.14 0.06 0.069
C 1.71140 -1.28375 1.60442 -0.01 0.62 -0.30 -0.161
Cl 2.82837 -2.21440 0.67483 0.03 -0.18 -0.09 0.099
C 2.05275 -1.12672 2.88421 0.01 -0.01 0.34 0.031
C 3.37033 -1.57305 3.44314 -0.11 -0.03 0.28 -0.664
Cl 0.98460 -0.50382 4.11883 -0.11 0.02 -0.20 0.016
H 3.13873 2.15489 -3.04376 -0.03 0.03 0.12 0.207
H 1.77843 2.54532 -4.07463 0.05 -0.01 0.00 0.227
H 1.57707 2.70382 -2.34922 0.17 -0.03 0.09 0.209
H 0.45981 0.64681 -3.23268 -0.01 0.00 0.03 0.237
H 1.94888 0.11238 -3.95170 -0.04 0.04 -0.03 0.242
H 2.60510 1.72498 -0.56290 0.02 -0.01 -0.07 0.222
H 3.31195 0.34758 0.29888 0.11 -0.01 -0.08 0.229
H 3.97292 0.88290 -1.25904 0.07 -0.10 0.10 0.259
H -1.58459 -1.41942 -1.00504 0.07 -0.03 0.08 0.227
H -0.90621 -0.55996 -2.32522 -0.06 -0.01 0.01 0.261
H 0.73529 -2.95717 -1.80050 0.16 0.17 -0.30 0.235
H -2.25445 -3.32304 -1.84311 0.01 -0.03 -0.03 0.208
H -0.97151 -4.37148 -1.18354 -0.15 0.09 0.08 0.215
H -1.29952 -4.37867 -2.88501 -0.05 0.04 -0.01 0.237
H -3.83363 -0.88991 0.29839 0.01 0.03 0.03 0.229
H -4.72720 -0.02802 1.60273 0.06 -0.06 0.00 0.238
H -5.15996 0.20571 -0.07409 0.01 0.05 0.05 0.266
H -4.23076 3.10429 0.42442 0.15 0.10 0.03 0.273
H -2.96480 3.01094 1.67478 0.00 0.13 -0.22 0.234
H -4.55716 2.28574 1.94335 0.02 0.02 -0.01 0.234
H -1.25833 1.71543 2.22226 -0.24 -0.21 -0.17 0.239
H 0.61770 3.00324 2.14575 -0.02 -0.01 -0.02 0.256
H 1.37768 1.48318 2.54051 -0.01 -0.11 0.09 0.234
H 1.40435 2.08950 0.88099 -0.01 -0.12 -0.01 0.248
H -0.76898 -0.52108 2.53107 0.61 0.09 0.18 0.468
H -1.45967 -0.40694 1.07765 -0.03 0.13 0.04 0.482
H 3.51423 -2.63766 3.25411 0.11 0.07 -0.08 0.254
H 4.18829 -1.00495 2.99865 0.02 -0.13 -0.07 0.250
H 3.38665 -1.42253 4.51934 0.03 0.06 -0.02 0.245
```
Forces are in eV/Å.

**Spin multiplicity**: 1
**Electronic energy**: -148117.8462 eV
**Total charge**: +1
**Maximum force**: 2.57 eV/A
**Highest occupied orbital energy**: -11.05 eV
**SMILES string**: CCP(C)[C@]1(C[C@@H](C)I)O[C@@](Cl)(N=C(C)C)[C@H](C)[NH2+][C@]1(Br)/C(Cl)=C(/C)Cl
**Kohn-Sham gap**: 7.56 eV



(3)
DFT (ωB97M-V with the def2-TZVPD basis set) results for a molecular structure, C17H29BrNO2P2Tc at a distorted geometry.

```
53
Properties=species:S:1:pos:R:3:forces:R:3:lowdin_spin:R:1
C -2.24721 -0.79728 -3.39258 0.46 -0.01 -0.03 0.132
C -1.18879 -0.59845 -2.48374 -0.43 0.64 0.25 0.023
N -1.46418 -0.54709 -1.13259 -0.64 -0.63 -0.40 0.093
C -2.70118 -0.79438 -0.67143 0.93 0.24 0.04 0.024
C -3.76130 -0.97863 -1.54842 -0.42 -0.05 -0.19 0.135
C -3.53468 -0.97076 -2.91877 -0.23 -0.03 0.06 0.001
C 0.14601 -0.32609 -2.90908 -0.25 -1.41 -0.33 0.456
P 1.44880 -0.39816 -1.67872 1.04 -0.69 -0.34 0.069
Tc 0.16945 -0.37366 0.25065 2.02 1.41 1.67 1.731
P -1.55024 -0.16441 1.81157 -0.82 -0.55 0.03 0.021
C -2.92418 -0.88073 0.82387 -0.38 0.24 0.17 -0.003
C 1.84121 -0.14453 1.58804 -1.64 0.15 -1.17 0.006
C 2.65493 -1.22325 1.92538 0.52 -0.28 0.33 0.050
C 3.69832 -1.05838 2.83950 0.01 0.11 -0.01 -0.007
C 3.92497 0.19103 3.43682 -0.14 -0.26 -0.22 0.059
C 3.09156 1.26430 3.10821 0.02 0.28 0.08 -0.006
C 2.05566 1.10236 2.18606 0.53 0.10 0.40 0.051
O -0.40924 2.51783 -3.02434 0.30 -1.01 -1.25 0.033
O -1.46289 2.56554 -0.68251 -0.05 0.52 -0.89 0.000
H -1.99778 -0.81179 -4.44949 -0.25 -0.03 0.11 0.004
H -4.74834 -1.11611 -1.11017 0.14 -0.03 -0.35 0.006
H -4.36264 -1.10168 -3.60992 0.15 -0.01 0.10 -0.003
C 2.43748 -1.91584 -1.87572 -0.08 -0.26 -0.70 0.030
C 2.63344 0.90848 -2.12461 -0.18 0.11 0.01 0.016
H -3.83255 -0.32892 1.10150 -0.02 -0.28 -0.20 -0.001
H -3.05417 -1.92945 1.13497 0.10 0.23 -0.24 0.000
H -0.27173 1.55303 -3.26157 -0.24 1.52 0.24 0.017
H 0.38784 -0.46223 -3.96656 -0.18 0.20 0.15 0.018
C -1.31937 -1.14655 3.28897 -0.22 -0.26 0.53 0.013
C -2.19663 1.42966 2.36547 0.06 -0.04 0.06 -0.001
H 2.44399 -2.20108 1.48439 0.25 0.29 0.22 0.002
H 4.33561 -1.90827 3.08489 -0.14 0.23 -0.01 -0.001
H 4.74514 0.31836 4.15229 -0.38 -0.03 -0.31 0.003
H 3.25796 2.24134 3.57183 -0.06 -0.34 -0.14 -0.002
H 1.40463 1.93876 1.92707 0.31 -0.09 0.14 0.002
H 0.50997 0.99296 -0.66972 -0.28 -0.10 1.04 -0.016
H -1.61873 3.49319 -0.44303 0.07 -0.36 -0.19 0.000
H -1.13590 2.58649 -1.65192 -0.56 0.13 1.76 0.000
H -0.79599 2.94465 -3.80761 0.18 -0.18 0.28 0.001
H -0.37526 1.03799 0.94193 0.80 -0.27 -0.77 -0.012
H 2.87378 -1.94689 -2.88684 -0.02 -0.12 0.34 0.000
H 3.24104 -1.91093 -1.12317 -0.29 0.13 -0.20 0.004
H 1.80112 -2.79528 -1.70315 0.22 0.29 -0.05 0.000
H 3.15093 0.64270 -3.05794 -0.11 0.10 0.30 0.001
H 2.08350 1.85161 -2.25048 0.27 -0.19 0.06 0.000
H 3.35697 1.00890 -1.30312 -0.17 -0.01 -0.26 0.001
H -3.12957 1.27020 2.91928 0.21 0.20 -0.02 0.000
H -1.43054 1.89074 3.00191 -0.28 -0.01 -0.03 0.000
H -2.35456 2.06118 1.48294 -0.05 -0.15 0.22 0.000
H -2.23649 -1.11016 3.89032 0.20 -0.07 0.01 0.002
H -1.07292 -2.18051 3.02128 -0.06 0.29 0.01 0.000
H -0.48739 -0.72539 3.86605 -0.16 -0.04 -0.12 0.000
Br -0.02984 -2.96439 0.53199 -0.06 0.36 -0.17 0.050
```
Forces are in eV/Å.

**Spin multiplicity**: 4
**Electronic energy**: -114497.1236 eV
**Total charge**: +1
**Energy relative to the best compared isomer or geometry (same formula, charge and spin)**: 39.0 kJ/mol
**Maximum force**: 2.98 eV/A
**⟨S²⟩**: 3.810
**Highest occupied orbital energy (spin up / spin down)**: -11.07 / -11.32 eV
**Kohn-Sham gap (spin up / spin down)**: 8.33 / 5.74 eV



(4)
DFT (ωB97M-V with the def2-TZVPD basis set) results for a molecular structure, C17H29ClCrO4PTe at a distorted geometry.

```
54
Properties=species:S:1:pos:R:3:forces:R:3:lowdin_spin:R:1
Cr -1.81649 -1.15666 -0.78274 -0.07 0.80 -1.06 3.851
O -3.64774 -4.18920 0.29694 -0.93 -1.04 0.20 0.002
Cl -2.84121 -3.11419 -0.01154 -0.98 -3.31 1.88 0.013
O -1.54017 -3.22596 0.56356 0.94 0.08 0.36 0.042
O -2.66716 -2.96346 -1.43657 0.10 0.52 -1.67 0.010
O -3.41056 -1.87184 0.43944 -0.52 1.96 0.36 0.026
C 1.96552 -1.38224 -2.58920 -0.19 0.22 -0.28 0.007
Te 0.11291 -2.37722 -2.04843 2.15 -0.19 -0.49 -0.026
C 1.29725 -3.14553 -0.39564 -0.19 -0.24 0.16 0.006
C 2.70950 -2.65660 -0.56604 -0.13 0.16 -0.25 0.001
C 3.70407 -3.06725 0.31422 0.05 0.09 -0.03 0.001
C 5.01377 -2.67116 0.11386 -0.12 -0.05 0.08 0.000
C 5.33659 -1.84945 -0.95316 -0.01 0.08 -0.08 0.000
C 4.34919 -1.41959 -1.81928 0.05 -0.01 0.05 0.001
C 3.03466 -1.82648 -1.63207 -0.25 -0.15 0.21 0.001
H 1.86010 -0.29511 -2.59539 -0.17 -0.11 0.03 -0.001
H 2.21345 -1.69718 -3.60300 -0.17 0.01 -0.01 -0.001
H 1.26716 -4.23644 -0.45638 -0.18 0.15 -0.02 -0.001
H 0.84193 -2.84806 0.55181 0.07 0.02 -0.20 0.000
H 3.45581 -3.69309 1.15612 -0.05 -0.17 0.10 0.000
H 5.78096 -3.01107 0.78831 0.14 -0.03 0.12 0.000
H 6.35723 -1.54397 -1.11138 0.16 0.05 -0.02 0.000
H 4.59911 -0.77550 -2.64907 0.04 0.07 -0.10 0.000
C -0.24574 2.06899 -1.98224 -0.22 -0.04 -0.03 0.007
C -1.00119 2.45780 -0.71276 0.07 -0.43 -0.11 0.001
C -0.25946 3.54360 0.06385 -0.19 -0.09 0.08 -0.001
P -1.43846 0.89703 0.22693 0.20 2.03 1.45 0.018
C -3.09915 1.29905 0.98101 0.12 -0.24 -0.12 0.003
C -3.24728 2.65078 1.67408 0.19 -0.17 0.07 -0.001
C -4.14936 1.19796 -0.13127 0.15 -0.21 0.08 0.008
C -0.21928 0.52838 1.60599 -0.17 -0.12 -0.30 0.009
C -0.18314 1.41666 2.84659 -0.21 -0.11 -0.13 0.001
C 1.17415 0.36046 0.99561 -0.19 -0.15 -0.08 0.004
H -0.20638 2.90900 -2.67280 0.06 0.04 -0.06 0.000
H -0.74984 1.23459 -2.47962 0.14 0.09 -0.14 0.007
H 0.77360 1.77304 -1.74443 0.13 -0.08 -0.02 0.000
H -1.97645 2.86171 -1.01241 0.03 -0.16 0.08 0.000
H 0.76675 3.25672 0.27310 0.11 -0.05 0.04 0.000
H -0.75285 3.77948 1.00162 -0.01 0.08 0.08 0.000
H -0.22829 4.45485 -0.53327 0.00 0.01 -0.05 0.000
H -3.27241 0.49089 1.70389 0.01 0.08 -0.05 0.000
H -3.14303 3.46545 0.96247 0.01 0.13 -0.07 0.000
H -2.53059 2.79256 2.47603 0.05 0.08 0.07 0.000
H -4.24573 2.71436 2.10434 -0.05 0.02 0.01 0.000
H -4.04466 2.01553 -0.84291 0.01 0.02 -0.09 0.000
H -5.14353 1.26691 0.30380 -0.11 -0.04 -0.03 0.001
H -4.08318 0.24720 -0.67042 -0.19 0.11 -0.04 0.005
H -0.56202 -0.47212 1.92026 0.03 0.13 0.00 0.003
H 0.10147 2.43836 2.61359 0.00 0.09 -0.01 0.000
H 0.55616 1.01667 3.53970 0.05 -0.03 0.02 0.000
H -1.14107 1.41588 3.35976 -0.04 0.07 0.07 0.000
H 1.62311 1.32272 0.75764 0.02 0.02 -0.08 0.000
H 1.12570 -0.24977 0.08639 0.20 0.08 0.06 0.003
H 1.82628 -0.13751 1.71111 0.08 -0.06 -0.01 0.000
```
Forces are in eV/Å.

**Spin multiplicity**: 5
**Electronic energy**: -83801.8407 eV
**Total charge**: +1
**Energy relative to the best compared isomer or geometry (same formula, charge and spin)**: 114.0 kJ/mol
**Maximum force**: 3.94 eV/A
**⟨S²⟩**: 6.040
**Highest occupied orbital energy (spin up / spin down)**: -11.96 / -11.96 eV
**Kohn-Sham gap (spin up / spin down)**: 8.24 / 8.45 eV



Among the records above, which one has the highest maximum force? C17H29ClCrO4PTe